DFT (wB97M-V/def2-TZVPD) results for a cluster of 2 separate species, C3H8N2O in total at a distorted geometry.

Each line ends with the Löwdin charge.
CARTESIAN COORDINATES (ANGSTROEM)
C (-3.40012, 0.06057, -0.01011)  -0.01
C (-2.27771, -0.61723, -0.22975)  -0.24
O (-1.19093, -0.25871, 0.60649)  -0.08
H (-4.32549, -0.18428, -0.50985)  0.05
H (-3.33463, 0.76394, 0.81456)  0.06
H (-1.97521, -1.32992, -0.97098)  0.10
H (-0.53144, -0.94035, 0.38268)  0.05
N (2.46408, 1.08294, 0.70228)  0.09
C (2.34762, 0.38606, -0.46664)  -0.39
N (1.74286, -0.72136, -0.69979)  0.04
H (1.94848, 0.88109, 1.54257)  0.10
H (2.82305, 2.01633, 0.60117)  0.09
H (3.19870, 0.64722, -1.11316)  0.11
H (2.41613, -1.22151, -1.27812)  0.04

Cartesian forces, eV/Å:
C 0.3 -0.9 -0.2
C 0.9 1.8 1.7
O -0.5 -1.4 -1.3
H 0.0 0.3 -0.1
H -0.4 0.0 -0.2
H -0.5 -0.4 -0.4
H 0.4 0.7 0.3
N -0.8 0.5 -0.6
C 2.1 -1.3 0.5
N 0.2 0.3 1.2
H -0.4 -0.1 -0.2
H 0.0 0.1 0.3
H -0.3 0.5 -0.2
H -0.9 -0.1 -0.9

Properties
Lowest unoccupied orbital energy: 0.8776 eV
HOMO energy: -8.68 eV
Kohn-Sham gap: 9.56 eV
SMILES: [H]/N=C/N.C=CO
Energy: -303.79408 a.u.
Max |F|: 2.64 eV/A

***

DFT (wB97M-V/def2-TZVPD) results for a structure of composition C2H12F6NaO12S2 at a distorted geometry.

Each line ends with the Löwdin charge.
CARTESIAN COORDINATES (ANGSTROEM)
Na (-0.01466, 0.20487, -0.06011)  0.37
C (-2.97481, -1.04052, -3.71974)  -0.67
F (-4.16179, -0.74630, -3.17676)  0.12
F (-2.57608, -2.19196, -3.19578)  0.14
F (-3.11133, -1.13332, -5.03155)  0.14
S (-1.77825, 0.37606, -3.34348)  0.55
O (-0.56785, -0.03642, -4.03759)  -0.32
O (-2.44337, 1.55563, -3.85609)  -0.29
O (-1.62880, 0.38237, -1.87484)  -0.35
C (2.21178, -0.89822, 4.53039)  -0.67
F (3.25804, -1.41828, 5.19601)  0.11
F (1.12238, -1.56041, 4.90307)  0.13
F (2.09245, 0.38585, 4.86009)  0.13
S (2.57878, -1.12742, 2.70011)  0.51
O (2.77469, -2.55648, 2.55596)  -0.30
O (1.39624, -0.55229, 2.04198)  -0.33
O (3.77773, -0.35265, 2.45157)  -0.32
O (-3.05116, 2.43782, -0.63294)  -0.08
H (-2.49203, 1.69268, -0.96226)  -0.01
H (-3.94283, 2.08052, -0.61802)  0.02
O (-0.74940, 1.49345, 2.07019)  -0.04
H (0.20096, 1.45695, 2.25981)  0.03
H (-1.16648, 1.14602, 2.86463)  0.05
O (-1.40876, -1.96267, 0.69005)  -0.02
H (-2.18402, -2.18331, 0.16041)  0.05
H (-1.74525, -1.83981, 1.58467)  0.05
O (0.81654, 2.36326, -0.62175)  -0.05
H (0.89061, 3.27425, -0.32603)  0.05
H (1.70385, 1.97302, -0.46065)  0.00
O (1.11691, -0.87522, -1.94110)  -0.05
H (1.74663, -1.53556, -2.23977)  0.05
H (0.64501, -0.58485, -2.75252)  0.01
O (2.90290, 0.80773, -0.09383)  -0.05
H (3.18925, 0.47679, 0.78095)  0.02
H (3.57213, 0.48845, -0.70512)  0.07

Cartesian forces, eV/Å:
Na 0.0 -0.3 -0.1
C 0.7 1.8 0.9
F -0.4 -0.1 -0.1
F 0.2 -0.5 -0.2
F -0.1 -0.5 -0.3
S -0.1 0.8 0.3
O -0.1 -0.1 0.1
O 0.2 -0.9 0.1
O -0.2 -0.6 -0.6
C 1.1 -0.6 -1.2
F -0.2 0.2 0.3
F -0.3 0.1 0.1
F -0.2 0.1 0.2
S -0.6 -0.7 -0.5
O -0.5 0.7 0.3
O 0.2 -0.3 0.5
O 0.1 0.5 0.1
O 0.3 -0.4 0.1
H -0.5 0.7 0.0
H 0.0 0.0 -0.1
O 0.2 0.1 -0.1
H -0.2 -0.2 0.0
H 0.1 0.0 0.0
O -0.1 0.1 0.0
H 0.1 0.1 -0.1
H 0.1 0.0 0.0
O 0.4 -0.1 0.1
H -0.2 0.0 0.0
H -0.2 0.1 -0.1
O -0.1 0.1 -0.3
H 0.0 0.0 0.1
H 0.0 -0.1 0.2
O 0.5 -0.1 0.3
H -0.1 0.1 0.0
H -0.1 0.0 -0.1

Properties
Lowest unoccupied orbital energy: 2.0366 eV
HOMO energy: -7.31 eV
Kohn-Sham gap: 9.35 eV
Energy: -2544.42927 a.u.
Max |F|: 2.10 eV/A
Charge: -1

***

DFT (wB97M-V/def2-TZVPD) results for the molecule C4H7Cl at a distorted geometry.

Each line ends with the Löwdin charge.
CARTESIAN COORDINATES (ANGSTROEM)
C (1.03763, 0.08820, 0.38658)  -0.73
C (0.11106, -0.97610, -0.00074)  -0.30
C (-1.20003, -0.20857, -0.33944)  -0.11
C (-0.13052, 1.15395, -0.07245)  -0.08
H (1.17475, 0.17470, 1.41648)  0.06
H (-0.21943, -1.37740, 0.94390)  0.10
H (0.29321, -1.74387, -0.70007)  0.09
H (-1.51129, -0.22752, -1.42594)  0.09
H (-2.05744, -0.32354, 0.37776)  0.10
H (0.27227, 1.71296, -1.08068)  0.14
H (-0.46938, 1.75526, 0.71544)  0.04
Cl (2.69917, -0.02805, -0.22084)  0.58

Cartesian forces, eV/Å:
C -1.5 2.2 -1.6
C -3.2 -1.9 1.4
C 2.3 3.0 -1.1
C 1.5 -1.9 -3.5
H 0.2 -0.1 1.6
H 0.5 -1.4 0.3
H 1.0 -0.8 -0.6
H 0.1 -0.1 1.4
H 1.0 0.3 -0.8
H -1.6 -1.2 2.6
H -0.2 1.3 0.8
Cl -0.1 0.5 -0.6

Properties
Lowest unoccupied orbital energy: 1.0813 eV
HOMO energy: -9.78 eV
Kohn-Sham gap: 10.86 eV
SMILES: ClC1CCC1
Energy: -616.71233 a.u.
Max |F|: 4.21 eV/A

***

DFT (wB97M-V/def2-TZVPD) results for a structure of composition C21H17AsClF12N3O4PtS2 at a distorted geometry.

Each line ends with the Löwdin charge.
CARTESIAN COORDINATES (ANGSTROEM)
Pt (-0.93435, -0.09114, -0.38632)  1.35
C (0.15681, -0.22644, 2.46912)  -0.13
N (-0.79959, -0.77140, 1.49737)  -0.08
C (-1.45441, -1.84236, 1.79812)  -0.04
C (-2.40010, -2.38049, 0.88153)  -0.23
C (-3.22177, -3.55776, 0.95765)  0.02
C (-3.93220, -3.57870, -0.19191)  0.02
C (-3.52776, -2.39108, -0.95303)  -0.03
N (-2.63647, -1.69647, -0.29584)  0.00
C (1.59189, -0.63194, 2.20402)  -0.23
C (2.59492, 0.28143, 2.47802)  -0.06
C (3.92268, -0.08926, 2.34843)  -0.06
C (4.24906, -1.36444, 1.91512)  -0.06
C (3.24544, -2.28142, 1.64633)  -0.06
C (1.91538, -1.91439, 1.78384)  -0.05
H (-0.13150, -0.56334, 3.46713)  0.14
H (0.08839, 0.85668, 2.42339)  0.09
H (-1.28606, -2.32761, 2.75483)  0.16
H (-3.23446, -4.26812, 1.77067)  0.13
H (-4.66382, -4.30775, -0.50516)  0.12
H (-3.89573, -2.07687, -1.92169)  0.13
H (2.34779, 1.29508, 2.77041)  0.11
H (4.70283, 0.63004, 2.56012)  0.12
H (5.28601, -1.63631, 1.76249)  0.11
H (3.49342, -3.28556, 1.32526)  0.11
H (1.14027, -2.63496, 1.54660)  0.09
F (-1.99009, 0.55394, -5.23600)  0.19
C (-2.06732, -0.51936, -4.48221)  -0.68
F (-2.12260, -1.60921, -5.21706)  0.18
F (-3.17417, -0.44774, -3.71906)  0.12
S (-0.61031, -0.57412, -3.35005)  0.66
O (-0.96835, 0.53287, -2.40309)  -0.47
O (0.57573, -0.47207, -4.12026)  -0.21
N (-0.86211, -1.98945, -2.64758)  -0.33
S (0.35847, -2.37045, -1.63588)  0.78
O (0.91420, -1.05573, -1.15413)  -0.50
O (-0.15335, -3.18263, -0.54587)  -0.33
C (3.34009, -1.51438, -2.88669)  -0.41
F (2.49325, -2.41477, -3.41823)  0.07
F (4.25855, -1.16830, -3.74722)  0.18
F (3.85526, -1.98710, -1.77002)  0.14
F (0.75905, 1.57079, 0.08904)  -0.33
As (2.29940, 2.19779, -0.75151)  0.76
F (1.37743, 3.63939, -1.06284)  -0.26
F (1.69278, 1.52143, -2.20296)  -0.22
F (3.69558, 2.83350, -1.48077)  -0.19
F (3.05260, 0.72124, -0.34309)  -0.19
F (2.68328, 2.83676, 0.80597)  -0.23
Cl (-1.55085, 3.42531, -1.70969)  0.99
C (-1.40121, 3.45600, -0.05631)  -0.56
C (-0.73650, 4.54974, 0.53872)  -0.07
C (-0.63882, 4.60830, 1.88927)  0.01
C (-1.23507, 3.59077, 2.69143)  0.04
C (-1.86016, 2.49812, 2.12044)  -0.04
C (-1.94851, 2.36136, 0.74325)  -0.25
C (-2.53517, 1.15239, 0.14240)  -0.19
H (-0.30259, 5.30870, -0.09579)  0.13
H (-0.10625, 5.42429, 2.35908)  0.13
H (-1.18943, 3.67407, 3.77072)  0.13
H (-2.30167, 1.73324, 2.74692)  0.13
H (-3.03657, 1.34307, -0.80324)  0.06
H (-3.18120, 0.62683, 0.83577)  0.07

Cartesian forces, eV/Å:
Pt 0.1 1.4 0.2
C 0.3 0.0 0.0
N 0.2 -0.1 0.2
C -0.1 -0.1 0.1
C -0.3 0.0 -0.2
C 0.2 0.1 0.2
C -0.1 0.1 -0.1
C -0.2 -0.1 -0.1
N 0.5 -0.1 0.2
C -0.2 -0.1 -0.1
C 0.1 0.1 0.2
C 0.1 0.0 0.0
C 0.1 0.0 0.0
C -0.1 -0.1 -0.1
C 0.0 -0.1 0.1
H -0.2 0.0 0.0
H 0.0 0.1 0.0
H 0.0 0.1 0.0
H 0.0 0.0 -0.1
H 0.1 0.0 0.0
H 0.1 -0.1 0.0
H 0.0 0.0 0.0
H 0.0 0.0 0.0
H 0.0 0.0 0.1
H 0.0 0.0 0.0
H 0.1 0.0 0.0
F 0.1 0.1 -0.1
C -0.3 -0.2 0.4
F 0.1 0.0 -0.1
F 0.1 0.0 -0.2
S -0.1 -0.2 -0.4
O 0.0 -0.4 0.0
O -0.2 0.5 0.0
N 0.5 -0.1 -0.2
S -0.7 0.5 0.6
O -0.4 -0.7 0.1
O 0.1 -0.6 -0.5
C -0.2 -0.1 0.0
F 0.4 0.2 0.1
F 0.0 0.0 0.0
F 0.0 0.0 -0.1
F -0.2 -0.1 -0.1
As -0.1 0.2 0.4
F 0.0 0.1 -0.1
F -0.1 0.0 -0.2
F 0.0 0.1 -0.1
F 0.1 -0.2 -0.1
F 0.1 0.1 0.1
Cl -0.1 0.0 -0.1
C 0.0 -0.3 0.1
C 0.1 0.1 -0.1
C 0.0 -0.1 0.3
C 0.1 0.1 -0.1
C -0.1 0.0 0.0
C 0.0 0.1 -0.1
C 0.6 0.1 -0.3
H 0.0 -0.1 0.0
H -0.1 0.0 0.0
H 0.0 0.0 0.0
H 0.0 0.0 0.0
H -0.1 0.0 0.0
H 0.0 0.0 0.1

Properties
Lowest unoccupied orbital energy (spin up / spin down): -4.3177 / -7.3691 eV
HOMO energy (spin up / spin down): -11.55 / -11.56 eV
Kohn-Sham gap (spin up / spin down): 7.23 / 4.19 eV
Spin multiplicity: 6
Energy: -6085.30916 a.u.
Max |F|: 1.37 eV/A
Charge: +1

***

DFT (wB97M-V/def2-TZVPD) results for a cluster of 2 separate species, C4H11NO2 in total at a distorted geometry.

Each line ends with the Löwdin charge.
CARTESIAN COORDINATES (ANGSTROEM)
C (-1.55107, -0.38071, -0.37828)  -0.36
C (-1.29407, 0.76774, -1.36909)  -0.11
N (-2.52721, -1.35416, -0.84120)  -0.02
H (-0.62487, -0.95137, -0.24227)  0.09
H (-1.79938, 0.04889, 0.60693)  0.10
H (-0.79547, 0.32255, -2.24653)  0.07
H (-0.67199, 1.56688, -0.95166)  0.06
H (2.82744, -0.99571, -0.51484)  0.13
H (-3.11499, -0.97827, -1.58205)  0.06
H (-2.06639, -2.17224, -1.20553)  0.06
H (-2.21408, 1.15286, -1.80459)  0.06
C (1.90375, 0.90373, 1.84503)  0.00
C (2.17353, -0.33647, 1.14811)  -0.57
O (2.84616, -0.14167, -0.03770)  0.06
O (1.83409, -1.47522, 1.34367)  0.09
H (0.96500, 1.29518, 1.42042)  0.09
H (2.61319, 1.73574, 1.94388)  0.10
H (1.49638, 0.99225, 2.86571)  0.10

Cartesian forces, eV/Å:
C 0.5 0.4 0.0
C 0.4 -1.0 -0.6
N -0.5 0.2 -0.1
H 0.0 0.3 0.2
H -0.2 -0.3 -0.2
H 0.2 0.3 0.3
H -0.2 -0.1 -0.1
H 0.0 0.4 0.5
H 0.1 -0.1 0.2
H 0.0 -0.1 -0.1
H -0.2 0.3 0.4
C -1.8 2.9 2.0
C 1.2 -2.2 -2.2
O 0.0 0.8 0.2
O -0.7 0.4 1.4
H 0.5 0.2 -0.8
H 0.3 -0.6 -1.2
H 0.5 -1.8 0.1

Properties
Lowest unoccupied orbital energy: 0.7029 eV
HOMO energy: -9.17 eV
Kohn-Sham gap: 9.87 eV
SMILES: CC(=O)O.CCN
Energy: -364.22280 a.u.
Max |F|: 4.00 eV/A

***

DFT (wB97M-V/def2-TZVPD) results for a cluster of 2 separate species, C2H2NO2 in total at a distorted geometry.

Each line ends with the Löwdin charge.
CARTESIAN COORDINATES (ANGSTROEM)
C (-1.34613, 0.46704, 0.19065)  -0.59
C (1.67970, -0.65815, -0.17876)  -0.42
N (-1.46172, -0.73247, 0.23233)  -0.18
O (2.05476, -1.66610, 0.34628)  0.11
O (1.42959, 0.34386, -0.71815)  0.12
H (-2.07758, 1.23744, -0.10830)  -0.04
H (-0.27863, 1.00838, 0.23595)  -0.01

Cartesian forces, eV/Å:
C 2.4 2.6 -0.6
C 0.3 -1.7 0.8
N -0.3 -2.8 0.3
O -0.9 2.4 -1.3
O 0.8 -1.1 0.3
H -0.9 0.4 0.1
H -1.4 0.0 0.4

Properties
Lowest unoccupied orbital energy: 3.6960 eV
HOMO energy: -0.84 eV
Kohn-Sham gap: 4.54 eV
Energy: -282.61463 a.u.
Max |F|: 3.58 eV/A
Charge: -1

***

DFT (wB97M-V/def2-TZVPD) results for the molecule C5H10O2.

Each line ends with the Löwdin charge.
CARTESIAN COORDINATES (ANGSTROEM)
C (1.81168, 1.33403, 0.00367)  -0.09
O (0.60733, 0.94571, -0.60499)  -0.16
C (0.31466, -0.41971, -0.70426)  -0.26
C (0.51260, -1.34030, 0.51489)  -0.13
O (-0.87821, -1.66687, 0.54679)  -0.08
C (-1.18990, -0.70249, -0.48026)  -0.30
C (-2.00766, 0.46045, 0.05604)  -0.02
H (2.07183, 0.69322, 0.85541)  0.08
H (2.65129, 1.34513, -0.70441)  0.09
H (1.64681, 2.34843, 0.37644)  0.09
H (0.72423, -0.84475, -1.63206)  0.15
H (0.82969, -0.83437, 1.43584)  0.11
H (1.14265, -2.22523, 0.35694)  0.12
H (-1.69939, -1.19324, -1.31605)  0.14
H (-2.56181, 0.96538, -0.74008)  0.08
H (-2.71962, 0.07988, 0.79241)  0.09
H (-1.36165, 1.19870, 0.53212)  0.08

Cartesian forces, eV/Å:
C 0.2 0.1 0.1
O -0.1 0.0 0.0
C 0.0 -0.1 -0.1
C 0.3 0.0 0.1
O -0.1 -0.1 0.1
C -0.2 0.2 -0.2
C 0.0 0.0 0.0
H 0.0 0.1 -0.1
H -0.1 -0.1 0.1
H 0.1 -0.1 -0.1
H -0.1 0.1 0.1
H -0.1 -0.1 -0.1
H -0.1 0.2 0.0
H 0.1 0.0 0.1
H 0.1 -0.1 0.0
H 0.0 0.0 -0.1
H -0.1 -0.1 0.1

Properties
Lowest unoccupied orbital energy: 0.9941 eV
HOMO energy: -9.58 eV
Kohn-Sham gap: 10.58 eV
SMILES: CO[C@H]1CO[C@H]1C
Energy: -346.92618 a.u.
Max |F|: 0.37 eV/A